# 1
{"formula": "C22H63B2MnO11", "method": "ωB97M-V/def2-TZVPD", "elements": ["Mn", "C", "C", "O", "H", "H", "H", "H", "H", "B", "H", "H", "H", "H", "B", "H", "H", "H", "H", "C", "O", "C", "C", "O", "C", "H", "H", "H", "H", "H", "H", "H", "H", "H", "H", "C", "O", "C", "C", "O", "C", "H", "H", "H", "H", "H", "H", "H", "H", "H", "H", "C", "O", "C", "C", "O", "C", "H", "H", "H", "H", "H", "H", "H", "H", "H", "H", "C", "O", "C", "C", "O", "C", "H", "H", "H", "H", "H", "H", "H", "H", "H", "H", "C", "O", "C", "C", "O", "C", "H", "H", "H", "H", "H", "H", "H", "H", "H", "H"], "xyz": [[-0.536, -1.012, 0.832], [-4.982, -0.081, 0.979], [-3.698, 0.346, 0.209], [-2.454, 0.381, 0.918], [-5.052, 0.402, 1.953], [-4.884, -1.129, 1.264], [-5.852, -0.014, 0.325], [-3.976, 1.320, -0.194], [-3.557, -0.306, -0.653], [0.252, 1.243, 1.881], [-0.380, 1.698, 2.628], [0.372, 0.192, 2.096], [-0.164, 1.315, 0.888], [1.176, 1.795, 1.947], [0.251, -0.582, -1.137], [0.172, -1.657, -1.075], [-0.708, -0.107, -0.998], [0.839, -0.190, -0.322], [0.663, -0.267, -2.083], [5.723, 2.439, 3.466], [5.554, 2.829, 2.139], [4.203, 2.901, 1.737], [3.911, 2.116, 0.395], [3.687, 3.080, -0.614], [3.464, 2.359, -1.821], [6.802, 2.516, 3.598], [5.480, 1.389, 3.626], [5.184, 3.073, 4.170], [3.926, 3.952, 1.657], [3.482, 2.565, 2.483], [3.034, 1.492, 0.565], [4.696, 1.481, -0.017], [2.521, 1.818, -1.735], [4.223, 1.595, -1.984], [3.448, 3.024, -2.684], [-0.816, -1.420, 4.019], [-1.287, -1.742, 2.699], [-1.612, -3.128, 2.671], [-2.486, -3.470, 1.451], [-1.751, -2.888, 0.345], [-2.247, -3.304, -0.928], [-0.580, -0.356, 4.041], [0.045, -2.054, 4.230], [-1.604, -1.582, 4.754], [-2.142, -3.447, 3.569], [-0.786, -3.837, 2.613], [-3.388, -2.859, 1.478], [-2.602, -4.553, 1.439], [-2.026, -4.361, -1.071], [-1.752, -2.693, -1.683], [-3.324, -3.157, -1.008], [2.718, -0.285, 4.447], [2.638, -1.656, 4.096], [3.362, -2.102, 2.843], [2.595, -1.534, 1.523], [1.247, -2.067, 1.341], [1.304, -3.381, 0.751], [1.988, -0.073, 5.227], [2.531, 0.270, 3.527], [3.723, 0.003, 4.759], [3.570, -3.159, 2.678], [4.309, -1.563, 2.840], [3.145, -1.678, 0.593], [2.535, -0.446, 1.521], [1.862, -4.127, 1.317], [1.748, -3.290, -0.240], [0.400, -3.908, 0.445], [-4.644, 3.730, 1.747], [-3.371, 3.767, 1.103], [-3.535, 4.116, -0.256], [-2.318, 4.142, -1.110], [-1.473, 3.043, -0.677], [-0.547, 2.596, -1.679], [-5.418, 4.355, 1.303], [-4.623, 4.111, 2.768], [-5.154, 2.774, 1.865], [-3.872, 5.146, -0.372], [-4.312, 3.446, -0.622], [-1.874, 5.135, -1.042], [-2.615, 4.089, -2.157], [-1.100, 1.972, -2.381], [0.187, 2.021, -1.115], [-0.031, 3.459, -2.100], [1.660, -2.471, -7.183], [1.584, -2.049, -5.815], [0.405, -1.410, -5.340], [-0.740, -2.269, -4.956], [-1.962, -1.573, -4.972], [-2.194, -0.501, -4.021], [1.651, -1.677, -7.930], [0.922, -3.218, -7.477], [2.682, -2.851, -7.174], [0.042, -0.544, -5.893], [0.675, -1.037, -4.352], [-0.687, -2.723, -3.967], [-0.848, -3.121, -5.627], [-1.684, -0.793, -3.103], [-3.245, -0.229, -3.918], [-1.696, 0.434, -4.277]], "multiplicity": 6, "total_charge": -1, "lumo_energy_ev": [2.2, 2.2], "orbital_gap_ha": [0.208, 0.207]}



# 2
{"formula": "C22H63N5O7", "method": "ωB97M-V/def2-TZVPD", "elements": ["C", "C", "O", "H", "H", "H", "H", "H", "H", "C", "C", "C", "O", "C", "N", "H", "H", "H", "H", "H", "H", "H", "H", "H", "H", "H", "C", "C", "C", "O", "C", "N", "H", "H", "H", "H", "H", "H", "H", "H", "H", "H", "H", "C", "C", "C", "O", "C", "N", "H", "H", "H", "H", "H", "H", "H", "H", "H", "H", "H", "C", "C", "C", "O", "C", "N", "H", "H", "H", "H", "H", "H", "H", "H", "H", "H", "H", "C", "C", "C", "O", "C", "N", "H", "H", "H", "H", "H", "H", "H", "H", "H", "H", "H", "O", "H", "H"], "xyz": [[0.863, 2.728, -3.141], [0.087, 1.474, -2.849], [0.206, 1.202, -1.392], [0.477, 3.563, -2.555], [0.702, 3.117, -4.146], [1.877, 2.478, -2.829], [0.539, 0.643, -3.389], [-0.986, 1.394, -3.022], [-0.307, 1.864, -0.924], [3.736, 0.275, 1.281], [2.792, 1.410, 1.689], [1.306, 0.895, 1.989], [0.407, 2.045, 2.241], [-1.011, 1.674, 2.521], [3.222, 1.973, 2.909], [4.760, 0.530, 1.007], [3.250, -0.164, 0.410], [3.859, -0.464, 2.072], [2.581, 2.162, 0.928], [1.362, 0.237, 2.856], [0.906, 0.135, 1.318], [-1.464, 0.961, 1.832], [-1.806, 2.389, 2.734], [-0.820, 0.949, 3.312], [3.233, 1.270, 3.634], [2.404, 2.494, 3.191], [-1.116, -1.232, -3.123], [-0.659, -2.325, -2.197], [-1.027, -2.108, -0.675], [-0.939, -3.291, 0.125], [0.428, -3.708, 0.462], [-1.187, -3.597, -2.700], [-0.788, -1.358, -4.154], [-0.843, -0.265, -2.700], [-2.202, -1.201, -3.215], [0.397, -2.540, -2.362], [-1.966, -1.560, -0.598], [-0.433, -1.327, -0.200], [0.823, -4.346, -0.328], [0.295, -4.380, 1.310], [1.196, -3.014, 0.806], [-0.598, -3.774, -3.501], [-0.877, -4.328, -2.076], [-1.462, -0.323, 4.881], [-2.216, -1.290, 3.964], [-1.231, -2.289, 3.326], [-0.447, -1.601, 2.390], [-0.914, -1.587, 1.007], [-3.126, -2.041, 4.761], [-1.869, 0.683, 4.986], [-0.450, -0.109, 4.539], [-1.447, -0.737, 5.889], [-2.729, -0.735, 3.178], [-1.824, -3.096, 2.897], [-0.691, -2.733, 4.162], [-0.342, -2.388, 0.539], [-0.702, -0.584, 0.639], [-1.884, -1.996, 0.725], [-2.565, -2.469, 5.483], [-3.721, -1.374, 5.232], [1.164, -1.055, -0.970], [2.055, -0.784, -2.199], [3.509, -0.725, -1.830], [3.899, 0.053, -0.643], [3.974, 1.504, -0.819], [1.805, -1.839, -3.147], [1.354, -1.911, -0.324], [0.078, -1.026, -1.060], [1.558, -0.261, -0.335], [1.740, 0.227, -2.458], [4.099, -0.333, -2.658], [3.936, -1.720, -1.701], [4.012, 2.051, 0.123], [2.999, 1.822, -1.188], [4.830, 1.872, -1.386], [2.130, -2.693, -2.717], [2.444, -1.618, -3.898], [-2.494, 3.369, -2.817], [-2.074, 3.029, -1.423], [-2.557, 1.604, -0.982], [-2.214, 1.195, 0.316], [-3.047, 0.297, 0.994], [-0.617, 3.165, -1.449], [-1.972, 2.782, -3.572], [-2.317, 4.412, -3.078], [-3.564, 3.211, -2.950], [-2.576, 3.747, -0.774], [-2.240, 0.813, -1.661], [-3.630, 1.457, -1.100], [-4.088, 0.620, 0.999], [-2.673, 0.296, 2.017], [-2.869, -0.659, 0.501], [-0.385, 4.020, -1.934], [-0.262, 3.347, -0.521], [-0.300, 0.295, 0.156], [0.340, 0.514, -0.522], [-1.109, 0.716, -0.134]], "multiplicity": 1, "total_charge": 0, "lumo_energy_ev": 0.3, "orbital_gap_ha": 0.224, "de_lowest_ev": 38.582}



# 3
{"formula": "C22H63N9O7", "method": "ωB97M-V/def2-TZVPD", "elements": ["C", "O", "C", "C", "C", "N", "H", "H", "H", "H", "H", "H", "H", "H", "H", "H", "H", "C", "O", "C", "C", "C", "N", "H", "H", "H", "H", "H", "H", "H", "H", "H", "H", "H", "C", "O", "C", "C", "C", "N", "H", "H", "H", "H", "H", "H", "H", "H", "H", "H", "H", "C", "O", "C", "C", "C", "N", "H", "H", "H", "H", "H", "H", "H", "H", "H", "H", "H", "C", "O", "C", "C", "C", "N", "H", "H", "H", "H", "H", "H", "H", "H", "H", "H", "H", "N", "C", "N", "O", "H", "H", "H", "H", "N", "C", "N", "O", "H", "H", "H", "H"], "xyz": [[6.103, 19.864, -13.110], [6.358, 18.486, -12.844], [6.023, 18.275, -11.558], [6.162, 16.771, -11.002], [5.745, 15.680, -11.989], [5.480, 16.682, -9.677], [5.051, 20.140, -13.041], [6.494, 19.755, -14.122], [6.751, 20.511, -12.518], [6.587, 18.761, -10.761], [5.001, 18.578, -11.332], [7.248, 16.817, -10.918], [4.672, 15.822, -12.118], [5.903, 14.618, -11.799], [6.137, 15.733, -13.004], [4.620, 16.203, -9.903], [5.846, 15.873, -9.196], [15.120, 21.880, -14.725], [13.915, 22.528, -14.280], [13.868, 23.295, -13.101], [12.516, 23.898, -12.866], [12.010, 24.671, -14.071], [12.448, 24.744, -11.600], [14.701, 20.881, -14.605], [15.959, 21.848, -14.030], [15.240, 22.252, -15.743], [14.112, 22.596, -12.301], [14.696, 24.002, -13.127], [11.853, 23.044, -12.725], [11.679, 24.134, -14.959], [12.662, 25.470, -14.424], [11.302, 25.385, -13.650], [12.809, 24.246, -10.799], [12.889, 25.651, -11.559], [19.515, 15.835, -11.942], [19.573, 15.558, -10.611], [18.874, 16.508, -9.783], [19.291, 16.608, -8.289], [18.880, 15.388, -7.455], [18.836, 17.949, -7.644], [18.492, 15.847, -12.320], [20.039, 15.103, -12.556], [19.950, 16.827, -12.070], [19.033, 17.471, -10.270], [17.796, 16.446, -9.931], [20.372, 16.517, -8.398], [17.865, 15.043, -7.650], [18.941, 15.579, -6.383], [19.517, 14.517, -7.613], [19.146, 18.037, -6.687], [17.827, 17.975, -7.667], [11.337, 8.623, -12.194], [12.402, 9.193, -11.545], [12.494, 8.919, -10.162], [13.948, 9.268, -9.665], [14.079, 8.906, -8.174], [14.012, 10.734, -9.762], [11.442, 7.546, -12.324], [11.208, 9.119, -13.156], [10.423, 8.878, -11.657], [11.735, 9.446, -9.584], [12.269, 7.868, -9.983], [14.659, 8.699, -10.262], [13.878, 7.843, -8.039], [13.420, 9.529, -7.570], [15.068, 9.181, -7.808], [13.788, 11.009, -10.707], [14.908, 11.170, -9.599], [3.128, 19.573, -21.751], [3.967, 18.637, -21.052], [5.206, 18.462, -21.697], [5.873, 17.039, -21.566], [7.117, 16.788, -22.405], [4.823, 16.034, -21.937], [2.195, 19.527, -21.190], [2.933, 19.368, -22.804], [3.432, 20.587, -21.492], [5.093, 18.443, -22.781], [5.893, 19.308, -21.687], [6.105, 16.979, -20.503], [7.460, 15.755, -22.470], [7.913, 17.381, -21.957], [7.121, 17.179, -23.423], [4.164, 15.963, -21.175], [4.391, 16.491, -22.727], [10.855, 17.305, -15.395], [11.162, 16.130, -15.774], [10.227, 15.250, -16.097], [12.333, 15.792, -15.612], [9.897, 17.591, -15.248], [11.593, 17.878, -15.011], [9.254, 15.521, -16.057], [10.562, 14.309, -16.249], [3.756, 8.032, -18.605], [4.143, 8.967, -17.784], [3.762, 10.145, -18.150], [4.805, 8.767, -16.760], [4.196, 7.147, -18.400], [3.367, 8.292, -19.500], [3.052, 10.410, -18.818], [4.133, 10.922, -17.622]], "smiles": "COC[C@H](C)N.COC[C@H](C)N.COC[C@H](C)N.COC[C@H](C)N.COC[C@H](C)N.NC(N)=O.NC(N)=O", "multiplicity": 1, "total_charge": 0, "lumo_energy_ev": 0.3, "orbital_gap_ha": 0.347, "de_lowest_ev": 5.927}